[1]
The following is a DFT calculation (ωB97M-V/def2-TZVPD) of a structure of composition C31H68N10O5Y.

```
115
Properties=species:S:1:pos:R:3:nbo_charge:R:1
Y -0.3207 0.1424 0.5391 2.04
C -2.5310 2.5311 -0.9432 -0.09
C -1.5327 2.3061 -2.0420 -0.09
O -0.9856 0.9949 -1.9624 -0.58
C -1.5737 0.0209 -2.8325 -0.10
C -2.6783 -0.6918 -2.1123 -0.08
O -2.0896 -1.1895 -0.8946 -0.60
C -2.4335 -2.5579 -0.6512 -0.09
C -1.3892 -3.1018 0.2831 -0.11
O -1.0580 -2.1665 1.3254 -0.61
C -1.9540 -2.1945 2.4431 -0.07
C -3.1080 -1.2486 2.2298 -0.09
O -2.5590 -0.0118 1.7695 -0.61
C -3.5639 0.9883 1.5781 -0.09
C -2.8175 2.2780 1.3980 -0.09
O -1.9045 2.1411 0.2945 -0.61
H -3.4420 1.9476 -1.0855 0.19
H -2.8045 3.5874 -0.8890 0.22
H -0.7038 3.0005 -1.9298 0.21
H -1.9918 2.4822 -3.0164 0.22
H -0.7902 -0.7028 -3.0492 0.25
H -1.9186 0.4897 -3.7562 0.21
H -3.0381 -1.5194 -2.7238 0.22
H -3.5307 -0.0565 -1.8648 0.19
H -2.3717 -3.1224 -1.5854 0.22
H -3.4584 -2.6278 -0.2815 0.19
H -0.4852 -3.2308 -0.2970 0.25
H -1.6883 -4.0544 0.7232 0.22
H -1.3583 -1.9038 3.3057 0.21
H -2.3153 -3.2095 2.6130 0.23
H -3.6373 -1.0937 3.1738 0.22
H -3.8288 -1.6174 1.4990 0.20
H -4.2188 1.0437 2.4511 0.22
H -4.1771 0.7226 0.7113 0.20
H -2.2062 2.4724 2.2760 0.23
H -3.4893 3.1207 1.2324 0.22
C 0.9035 3.6157 1.1988 -0.39
N 1.0434 3.6806 -0.2379 -0.42
C 0.6225 4.9483 -0.8229 -0.42
C 1.5164 2.6417 -0.9753 0.69
N 1.3802 1.3893 -0.5515 -0.83
C 2.3375 0.4133 -1.1076 -0.25
C 2.8892 -0.4306 0.0186 -0.23
N 1.8201 -1.2578 0.6370 -0.56
C 2.0011 -1.3412 2.1094 -0.22
C 1.9073 -0.0134 2.8264 -0.25
N 0.5766 0.6223 2.7580 -0.81
C 0.3531 1.4642 3.7707 0.70
N -0.9412 1.7903 4.1216 -0.46
C -1.2502 3.1291 4.6202 -0.42
C -1.8293 0.7654 4.6509 -0.40
N 1.3245 2.0339 4.5154 -0.42
C 2.6232 2.5095 4.0404 -0.41
C 1.1535 2.2422 5.9582 -0.41
C 1.9687 -2.6682 0.1483 -0.21
C 2.0140 -2.8703 -1.3559 -0.25
N 0.7560 -2.6053 -2.0392 -0.63
C 0.3752 -3.4519 -2.9558 0.65
N -0.4913 -2.9532 -3.9355 -0.48
C 0.0999 -2.0023 -4.8761 -0.42
C -1.4936 -3.8142 -4.5501 -0.42
N 0.7578 -4.7605 -3.0318 -0.45
C 0.8593 -5.4924 -4.2892 -0.41
C 0.9025 -5.5970 -1.8493 -0.41
N 2.1049 2.9609 -2.1568 -0.44
C 2.9941 4.1113 -2.3113 -0.41
C 1.9062 2.1714 -3.3664 -0.42
H 1.4709 4.4239 1.6681 0.22
H 1.2777 2.6614 1.5488 0.22
H -0.1450 3.7187 1.4957 0.20
H -0.3614 5.2069 -0.4243 0.21
H 0.5521 4.8716 -1.9037 0.22
H 1.3099 5.7585 -0.5740 0.23
H 3.1740 0.9191 -1.5900 0.23
H 1.8581 -0.2266 -1.8554 0.23
H 3.3208 0.2368 0.7588 0.22
H 3.7031 -1.0616 -0.3422 0.22
H 2.9942 -1.7427 2.3427 0.22
H 1.2590 -2.0414 2.4967 0.23
H 2.6796 0.6444 2.4351 0.20
H 2.1777 -0.2018 3.8681 0.23
H -0.5297 3.8494 4.2382 0.22
H -1.2693 3.1851 5.7100 0.22
H -2.2440 3.4122 4.2668 0.21
H -2.8538 0.9361 4.3191 0.20
H -1.8308 0.7901 5.7453 0.21
H -1.4981 -0.2113 4.3231 0.21
H 2.6540 2.5782 2.9603 0.21
H 3.4368 1.8734 4.3920 0.22
H 2.7767 3.5112 4.4435 0.23
H 0.2864 1.7032 6.3264 0.22
H 1.0663 3.3012 6.2027 0.22
H 2.0350 1.8438 6.4607 0.23
H 2.9082 -3.0477 0.5672 0.21
H 1.1794 -3.2593 0.6065 0.21
H 2.4111 -3.8743 -1.5106 0.22
H 2.7746 -2.2131 -1.7880 0.20
H 0.8883 -1.4390 -4.3790 0.21
H -0.6573 -1.3028 -5.2379 0.20
H 0.5252 -2.5069 -5.7504 0.21
H -1.1339 -4.3699 -5.4188 0.21
H -2.3172 -3.1864 -4.8975 0.21
H -1.8872 -4.5243 -3.8223 0.21
H 1.0400 -4.8108 -5.1176 0.22
H -0.0222 -6.1024 -4.4931 0.21
H 1.7189 -6.1599 -4.2240 0.23
H 0.3079 -6.5038 -1.9789 0.22
H 0.5369 -5.0718 -0.9700 0.19
H 1.9367 -5.9009 -1.6716 0.21
H 3.1998 4.5634 -1.3450 0.22
H 2.5737 4.8628 -2.9819 0.21
H 3.9390 3.7661 -2.7337 0.23
H 1.1425 1.4168 -3.1977 0.22
H 2.8302 1.6891 -3.6923 0.21
H 1.5727 2.8355 -4.1666 0.22
```

As for the net charge: +3. Its spin multiplicity is 1.

[2]
The following is a DFT calculation (ωB97M-V/def2-TZVPD) of a cluster of 7 separate species, C5H23NO7 in total.

```
36
Properties=species:S:1:pos:R:3:nbo_charge:R:1
C -1.6748 -1.8299 1.2731 -0.60
C -0.7530 -1.4842 0.1341 -0.21
N -1.2406 -0.7269 -1.0389 -0.44
C -2.4833 -1.3371 -1.6453 -0.42
C -0.0574 -0.7868 -1.9099 -0.33
C -0.1595 0.3336 -2.9640 0.49
O -0.2577 1.5032 -2.7367 -0.54
H -1.7780 -2.9456 1.1825 0.20
H -1.2652 -1.4287 2.1449 0.21
H -2.5238 -1.4458 1.1338 0.20
H 0.0101 -0.7735 0.6756 0.20
H -0.2405 -2.4811 -0.1613 0.16
H -3.3401 -1.0525 -1.1052 0.21
H -2.6265 -1.0579 -2.6448 0.20
H -2.3419 -2.4145 -1.6140 0.17
H 0.0422 -1.7467 -2.4175 0.18
H 0.9686 -0.7157 -1.3038 0.23
H -0.1619 -0.0320 -3.9926 0.11
O 2.8235 -0.2699 -2.9182 -0.94
H 2.8574 -1.2055 -2.6685 0.47
H 3.0116 0.2142 -2.0262 0.48
O 0.6864 3.1228 1.8064 -1.00
H 0.0490 2.6838 2.3814 0.48
H -0.0201 3.2989 1.1279 0.51
O 1.9573 -0.9323 2.5765 -0.99
H 2.8507 -0.8649 3.0174 0.47
H 1.9932 -0.1424 2.0192 0.49
O -0.8568 2.7543 -0.3800 -1.00
H -1.7104 2.3755 -0.1906 0.47
H -0.5856 2.3487 -1.2709 0.51
O 2.5649 1.3430 1.1276 -0.96
H 1.8441 1.3294 0.5490 0.48
H 2.5151 2.1439 1.6083 0.51
O -0.3926 0.9388 3.2386 -0.96
H -0.0805 -0.0029 3.2024 0.49
H 0.3761 1.2865 3.7896 0.47
```

Its structure (SMILES) is CCN(C)CC=O.O.O.O.O.O.O. Its spin multiplicity is 1. The energy above the lowest of the compared OMol25 structures with the same formula, charge and spin is 83.1 kcal/mol.

[3]
The following is a DFT calculation (ωB97M-V/def2-TZVPD) of a structure of composition C12H33KNO12P.

```
60
Properties=species:S:1:pos:R:3:nbo_charge:R:1
K -0.2851 0.2944 -1.2739 0.92
P -1.2109 -2.9029 -1.8056 2.54
O -1.4640 -2.7929 -0.3175 -1.29
O -1.4282 -4.3854 -2.3081 -1.25
O 0.2421 -2.4574 -2.1428 -1.32
O -2.1254 -1.8955 -2.5689 -1.27
C 3.2740 -1.7040 -1.0370 -0.08
C 2.6331 -2.4763 0.1259 -0.08
O 1.9033 -3.5569 -0.3545 -0.76
O 2.2604 -0.9853 -1.7612 -0.81
H 3.8280 -2.3553 -1.7131 0.16
H 3.9840 -0.9656 -0.6644 0.13
H 1.9271 -1.8557 0.6777 0.16
H 3.3825 -2.7884 0.8533 0.14
H 1.2222 -3.2358 -0.9499 0.52
H 1.6072 -1.6285 -2.0464 0.53
C -0.8478 -1.7335 2.6827 -0.09
C -2.1478 -2.4253 3.0654 -0.11
O -2.2418 -3.5875 2.1950 -0.76
O -0.9270 -1.0388 1.4130 -0.80
H 0.0108 -2.4030 2.7356 0.18
H -0.6288 -0.9031 3.3538 0.14
H -3.1152 -1.9398 2.9375 0.17
H -2.1675 -2.8434 4.0718 0.15
H -2.0507 -3.2443 1.3190 0.52
H -1.0009 -1.6699 0.6934 0.52
C -4.4618 -1.6299 0.1403 -0.09
C -4.5264 -0.3517 -0.6410 -0.07
O -3.2645 -0.0991 -1.3012 -0.83
O -4.0555 -2.7613 -0.5716 -0.75
H -5.4722 -1.9263 0.4219 0.14
H -3.7894 -1.5858 0.9971 0.16
H -4.7587 0.4363 0.0754 0.13
H -5.3788 -0.3160 -1.3193 0.13
H -2.8606 -0.8464 -1.7482 0.52
H -3.1020 -2.7146 -0.6725 0.51
C -2.5065 3.2049 -1.3868 -0.29
O -1.1039 2.8344 -1.4194 -0.55
C -0.3268 3.7302 -0.6405 -0.06
C 1.2179 3.3236 -0.8400 -0.24
N 1.5758 2.0643 -0.2025 -0.63
C 2.9650 1.8204 -0.4235 -0.27
C 3.8810 2.9842 -0.0316 -0.10
O 3.9172 3.4582 1.3198 -0.55
C 4.3445 2.5465 2.2360 -0.24
H -2.8892 2.5295 -2.1520 0.23
H -2.9245 4.1784 -1.6428 0.16
H -2.9428 2.8230 -0.4638 0.19
H -0.6904 3.6175 0.3809 0.17
H -0.5104 4.7330 -1.0264 0.16
H 1.8314 4.1556 -0.4943 0.16
H 1.4187 3.2494 -1.9087 0.19
H 1.2895 2.2036 0.7560 0.36
H 3.1190 1.4557 -1.4390 0.24
H 3.2046 0.9974 0.2499 0.22
H 3.9017 3.8975 -0.6263 0.19
H 4.9046 2.6856 -0.2578 0.16
H 5.2178 2.0493 1.8137 0.16
H 3.6520 1.7260 2.4241 0.16
H 4.4904 3.0071 3.2131 0.18
```

As for the net charge: -2. Its spin multiplicity is 1. The energy above the lowest of the compared OMol25 structures with the same formula, charge and spin is 0.0 kcal/mol.

Number 1: E_HOMO -15.10 eV, lowest unoccupied orbital energy -6.42 eV, Kohn-Sham gap 8.676 eV. Number 2: E_HOMO -9.30 eV, lowest unoccupied orbital energy 0.35 eV, Kohn-Sham gap 9.645 eV. Number 3: E_HOMO 0.19 eV, lowest unoccupied orbital energy 3.55 eV, Kohn-Sham gap 3.358 eV.